Entry 1:
Here is 2 unconnected molecules or ions with the total composition H2INO2S in a non-equilibrium geometry from OMol25. Energies are from ωB97M-V/def2-TZVPD.

The energy above the lowest of the compared OMol25 structures with the same formula, charge and spin comes out at 61.6 kJ/mol. As for the HOMO energy: -8.87 eV. As for the multiplicity: 1. The total energy is -24551.9456 eV. As for the charge: 0. The frontier orbital gap comes out at 7.484 eV.

```
7
H2INO2S, DFT ωB97M-V/def2-TZVPD
N -3.016 -0.213 0.614
O 3.717 0.090 -2.065
O 3.394 0.027 0.384
S 4.129 -0.434 -0.780
I -1.025 0.273 0.530
H -3.549 0.056 1.403
H -3.650 0.200 -0.087
```



Entry 2:
Here is a gas-phase ion, H2INO3P (charge -1) in a non-equilibrium geometry from OMol25. Energies are from ωB97M-V/def2-TZVPD.

The energy above the lowest of the compared OMol25 structures with the same formula, charge and spin comes out at 207.1 kJ/mol. As for the HOMO energy: -3.99 eV. As for the multiplicity: 1. The total energy is -25056.3549 eV. As for the charge: -1. The frontier orbital gap comes out at 7.480 eV.

```
8
H2INO3P, DFT ωB97M-V/def2-TZVPD
N 0.476 1.025 -0.275
O -0.912 -0.572 -1.845
O -2.104 0.620 0.070
O 1.706 -1.834 1.780
P -0.876 0.144 -0.548
I -0.122 -1.782 1.268
H 0.587 1.420 0.600
H 1.245 0.980 -1.049
```



Entry 3:
Here is 2 unconnected molecules or ions with the total composition H2INS in a non-equilibrium geometry from OMol25. Energies are from ωB97M-V/def2-TZVPD.

The energy above the lowest of the compared OMol25 structures with the same formula, charge and spin comes out at 346.9 kJ/mol. As for the HOMO energy: -9.21 eV. As for the multiplicity: 1. The total energy is -20454.6793 eV. As for the charge: 0. The frontier orbital gap comes out at 8.517 eV.

```
5
H2INS, DFT ωB97M-V/def2-TZVPD
N -1.087 0.522 -0.181
S -0.056 -0.565 0.157
I 2.323 0.082 -0.104
H -1.511 1.086 1.130
H 0.332 -1.125 -1.002
```



Entry 4:
Here is 2 unconnected molecules or ions with the total composition H2IO2PS in a non-equilibrium geometry from OMol25. Energies are from ωB97M-V/def2-TZVPD.

The energy above the lowest of the compared OMol25 structures with the same formula, charge and spin comes out at 121.6 kJ/mol. As for the HOMO energy: -8.97 eV. As for the multiplicity: 1. The total energy is -32353.1144 eV. As for the charge: 0. The frontier orbital gap comes out at 8.291 eV.

```
7
H2IO2PS, DFT ωB97M-V/def2-TZVPD
O 1.181 2.282 0.744
O -0.062 0.151 0.416
P 1.291 0.684 0.518
S 0.545 -3.855 -0.136
I 2.290 -2.472 -0.914
H 0.309 2.676 0.805
H -0.421 -2.939 -0.282
```



Entry 5:
Here is 2 unconnected molecules or ions with the total composition H2IOP in a non-equilibrium geometry from OMol25. Energies are from ωB97M-V/def2-TZVPD.

The energy above the lowest of the compared OMol25 structures with the same formula, charge and spin comes out at 227.9 kJ/mol. As for the HOMO energy (alpha / beta): -8.31 / -8.30 eV. As for the multiplicity: 1. The total energy is -19467.3113 eV. As for the charge: 0. The frontier orbital gap (alpha / beta) comes out at 6.738 / 6.729 eV.

```
5
H2IOP, DFT ωB97M-V/def2-TZVPD
O 1.633 -0.299 -0.034
P -2.600 1.208 0.153
I -2.783 -1.212 0.226
H 2.028 0.208 0.601
H 1.721 0.095 -0.945
```



Entry 6:
Here is a molecular structure, H2KO in a non-equilibrium geometry from OMol25. Energies are from ωB97M-V/def2-TZVPD.

The energy above the lowest of the compared OMol25 structures with the same formula, charge and spin comes out at 63.0 kJ/mol. As for the HOMO energy: -13.82 eV. As for the multiplicity: 1. The total energy is -18399.2442 eV. As for the charge: +1. The frontier orbital gap comes out at 9.113 eV.

```
4
H2KO, DFT ωB97M-V/def2-TZVPD
O 1.268 1.795 1.941
H 0.725 2.576 1.690
H 0.926 1.529 2.825
K -1.452 -2.171 -2.330
```